#P
Below is an isolated ion of composition C2H4O3P and charge -1, with properties calculated with ωB97M-V/def2-TZVPD.

## Properties
Net charge ... -1
Highest occupied orbital energy ... -4.456 eV
Frontier orbital gap ... 8.684 eV
LUMO energy ... 4.228 eV

Positions of all 10 atoms, in Å:
O1 1.15 -0.99 1.97
P1 0.68 -0.98 0.57
C1 -0.44 0.79 0.39
C2 -0.68 0.66 -1.15
O2 -1.34 1.48 -1.77
O3 -0.15 -0.41 -1.61
H1 0.14 -2.19 0.13
H2 1.78 -0.85 -0.32
H3 0.16 1.56 0.78
H4 -1.29 0.92 1.01

***

#Q
Below is an isolated ion of composition C2H4O3P and charge -1, with properties calculated with ωB97M-V/def2-TZVPD.

## Properties
Net charge ... -1
Highest occupied orbital energy ... -4.610 eV
Frontier orbital gap ... 8.837 eV
LUMO energy ... 4.227 eV

Positions of all 10 atoms, in Å:
C1 1.45 -0.36 0.05
C2 0.04 0.53 0.32
O1 -0.55 0.83 -0.94
P1 -1.59 -0.06 -0.04
O2 -2.79 0.63 0.57
O3 -1.76 -1.32 -0.74
H1 1.22 -0.69 -0.91
H2 1.61 -1.28 0.73
H3 2.28 0.26 0.05
H4 0.10 1.45 0.92

***

The most stable structure shown above is #Q; the least stable is #P.